Here is a 2-piece molecular cluster, C9H15N2O3P overall at a distorted geometry from OMol25. Energies are from wB97M-V/def2-TZVPD.

Summary:
- lowest unoccupied orbital energy (eV) = 0.1196
- M (g/mol) = 230.20
- frontier orbital gap (eV) = 8.61

The geometry in ORCA input format:
```
! RIJCOSX wB97M-V def2-TZVPD def2/J DEFGRID3
* xyz 0 1
C -0.4768 2.6223 -0.7045
C -1.0513 1.2139 -1.0598
C 0.9851 3.9500 0.2709
C 0.2974 4.6634 -0.9582
C 1.6312 -1.8328 -0.6606
C 0.7717 -2.0808 0.3799
C -0.8857 -3.3191 -1.0265
C -0.9939 -3.4376 1.7314
C -0.6102 -2.6427 0.2471
N 0.4575 2.6352 0.2037
N -0.3131 0.3775 -0.3836
O -0.7673 3.7260 -1.3526
O -1.9835 1.1571 -1.8343
O 0.6147 0.7007 2.0210
P 0.9627 0.8291 0.4484
H 2.1716 4.0113 0.2730
H 0.6622 4.4736 1.2945
H -0.0848 5.6801 -0.7588
H 1.0446 4.7038 -1.7751
H 2.5474 -1.3770 -0.5230
H 1.3900 -2.0453 -1.6926
H 1.2156 -1.9567 1.3716
H -0.5715 -4.4295 -0.9033
H -0.2402 -2.9748 -1.8537
H -1.9961 -3.1485 -1.1887
H -0.5383 -4.4485 1.5828
H -2.0192 -3.3940 1.7185
H -0.5302 -2.7433 2.4955
H -1.3917 -1.8506 0.3546
H -0.2978 0.9372 2.2826
*
```